(1)
Entry from the OMol25 dataset: C31H34BrN5O3SSeSr as an isolated structure (wB97M-V/def2-TZVPD).

Structure (XYZ):
```
77
Properties=species:S:1:pos:R:3:forces:R:3:lowdin_charge:R:1
Sr -0.004577 0.027066 -0.315690 -0.929 -1.768 0.729 0.98
O 4.030971 1.271392 0.101800 -0.305 0.056 -0.061 0.02
C 2.847225 1.320496 -0.239451 0.097 -0.211 -0.420 -0.62
O 2.135321 0.431291 -0.814182 2.235 1.127 0.198 -0.28
C 2.125136 2.660269 -0.012803 -0.136 0.159 0.044 -0.16
C 2.886129 3.861291 -0.115877 0.082 -0.349 0.055 0.00
C 2.259435 5.054283 0.001360 -0.121 0.246 0.014 -0.02
C 0.862511 5.094777 0.246629 -0.024 0.025 -0.001 -0.16
C 0.130422 6.303389 0.369053 0.150 -0.101 -0.005 -0.06
C -1.209578 6.275168 0.622614 -0.194 -0.188 0.042 -0.10
C -1.881005 5.033577 0.770375 0.021 0.224 -0.002 -0.08
C -1.205105 3.853314 0.648775 0.101 -0.250 -0.020 -0.02
C 0.187823 3.862738 0.372045 0.019 -0.301 0.126 -0.20
N 0.834801 2.652468 0.236799 0.280 0.533 -0.210 0.12
H 3.951086 3.770429 -0.283907 -0.054 -0.027 0.002 0.11
H 2.808547 5.987112 -0.085393 -0.021 -0.009 -0.012 0.11
H 0.654705 7.247585 0.257479 -0.003 -0.040 -0.004 0.10
H -1.765979 7.202663 0.700342 0.002 -0.043 0.024 0.09
H -2.948563 5.018030 0.962245 0.057 0.021 -0.022 0.10
H -1.706223 2.882805 0.693647 0.098 0.165 -0.048 0.09
C -2.917115 -1.054577 1.647504 -0.113 -0.170 -0.100 -0.08
C -4.157913 -0.314190 1.131017 0.171 0.087 -0.014 -0.36
C -4.359161 0.999726 1.906798 0.100 -0.009 -0.023 -0.07
C -4.164292 -0.070897 -0.370338 -0.149 0.014 0.157 -0.14
C -5.265377 -0.488940 -1.108662 0.087 0.001 -0.029 -0.07
C -5.364063 -0.259219 -2.476358 0.185 0.097 0.159 -0.13
C -4.326726 0.431474 -3.089752 0.027 0.005 0.077 -0.07
C -3.212142 0.884050 -2.389740 -0.009 0.053 -0.088 -0.14
C -2.222608 1.751904 -3.159189 0.153 0.120 0.284 -0.35
C -2.480449 3.234425 -2.840951 0.040 -0.003 -0.009 -0.06
C -0.727652 1.443262 -2.984649 -0.271 -0.289 0.012 -0.10
C -3.094804 0.617466 -0.997256 0.293 0.250 0.146 -0.31
O -2.042377 1.009276 -0.293164 -1.601 0.612 -0.505 -0.39
H -3.087350 -1.417316 2.670930 0.002 0.029 -0.075 0.07
H -2.065824 -0.379418 1.665902 -0.042 -0.002 0.064 0.03
H -2.654769 -1.903295 1.002671 -0.019 0.143 0.071 0.07
H -5.021383 -0.953353 1.331916 -0.107 -0.047 0.046 0.11
H -3.540276 1.689325 1.669829 -0.116 -0.105 0.041 0.06
H -4.359499 0.824742 2.992391 -0.002 0.001 -0.140 0.07
H -5.304092 1.478983 1.630406 0.057 -0.030 0.014 0.07
H -6.059365 -1.027099 -0.594235 0.032 0.021 -0.012 0.09
H -6.216065 -0.608601 -3.045682 -0.012 -0.034 -0.010 0.07
H -4.375029 0.625882 -4.159673 0.005 -0.001 0.052 0.10
H -2.454003 1.595464 -4.213094 -0.027 -0.015 -0.166 0.12
H -2.319949 3.413484 -1.773980 -0.008 -0.008 -0.083 0.06
H -3.511263 3.511743 -3.080777 0.038 -0.008 0.015 0.07
H -1.800171 3.889471 -3.404472 -0.075 -0.090 0.064 0.07
H -0.407953 1.770954 -1.994620 0.046 0.233 -0.184 0.01
H -0.138803 2.000401 -3.719497 -0.005 -0.017 0.004 0.08
H -0.523525 0.367019 -3.104327 -0.038 0.170 0.060 0.04
Br -0.088326 0.201405 7.227189 -0.010 0.007 0.107 0.69
C 0.068508 0.117257 5.336174 -0.005 0.031 0.140 -0.69
C 0.193041 1.285788 4.616413 0.019 0.112 -0.181 -0.11
C 0.298898 1.167015 3.236516 -0.047 -0.175 -0.010 -0.11
N 0.289879 -0.005137 2.597095 -0.029 0.294 0.034 0.05
C 0.173493 -1.120579 3.321271 0.071 0.122 -0.152 -0.11
C 0.057172 -1.105150 4.707070 -0.007 -0.162 -0.128 -0.10
H 0.203539 2.252692 5.098575 -0.003 -0.002 -0.023 0.10
H 0.386721 2.055756 2.617078 -0.001 -0.111 0.044 0.10
H 0.199251 -2.059891 2.775897 -0.014 0.052 0.049 0.08
H -0.038989 -2.027178 5.261602 0.015 -0.013 -0.022 0.10
C -0.562296 -6.473548 0.650916 0.023 0.114 0.038 -0.12
C 0.442099 -5.915298 1.667480 -0.021 0.039 -0.209 -0.26
C 1.210088 -4.744272 1.130181 0.083 0.141 -0.090 -0.65
N 1.313586 -3.616178 1.745526 0.233 0.282 -0.270 -0.03
N 1.976190 -2.638907 1.011861 -0.092 -0.324 0.503 0.00
C 2.349262 -3.068441 -0.154528 -0.145 0.053 -0.102 -0.81
N 2.989455 -2.324579 -1.115064 0.247 -0.596 0.344 0.07
S 1.967685 -4.740538 -0.420361 0.036 -0.105 -0.098 0.97
H -1.151049 -7.285622 1.088807 0.036 0.051 0.002 0.06
H -0.052476 -6.862229 -0.234226 -0.023 0.023 0.048 0.06
H -1.232487 -5.679417 0.311781 0.064 -0.047 -0.015 0.07
H 1.131579 -6.702094 1.987558 0.030 -0.026 0.013 0.09
H -0.078771 -5.552082 2.551778 -0.016 0.003 0.100 0.10
H 2.908871 -1.332820 -0.916475 -0.014 0.224 0.046 0.04
H 2.573481 -2.509258 -2.019172 -0.259 0.053 -0.102 0.04
Se -0.512485 -2.421383 -1.654447 -0.171 -0.317 -0.322 -0.56
```
Positions in Å, forces in eV/Å.

LUMO level, hartree: 0.130
E, hartree: -7105.7207
Charge: -2
2S+1: 1
F_max, Eh/bohr: 0.0488
Relative energy (zero: lowest compared OMol25 entry of this formula, charge and spin), kcal/mol: 31.4
Kohn-Sham gap, eV: 2.92
Highest occupied orbital energy, eV: 0.6



(2)
Entry from the OMol25 dataset: C4H6FNO2 in the gas phase (wB97M-V/def2-TZVPD).

Structure (XYZ):
```
14
Properties=species:S:1:pos:R:3:forces:R:3:nbo_charge:R:1
O -2.085871 0.439599 -0.241588 0.063 -0.312 0.247 -0.61
C -1.745072 -0.490283 0.466899 -0.446 -0.120 -0.244 0.52
N -0.577285 -0.522318 1.135267 0.727 -0.922 0.618 -0.61
C 0.370770 0.558801 0.999201 0.357 0.771 0.797 -0.34
C 0.756825 0.912953 -0.424237 0.315 0.382 -0.407 0.56
O 1.024910 2.045857 -0.754224 -0.212 -0.641 0.277 -0.51
C 0.866171 -0.215286 -1.435726 -0.531 0.180 -0.338 -0.06
F 1.202550 -1.409880 -0.822526 0.174 -0.205 0.105 -0.37
H -2.359129 -1.405178 0.626507 0.132 0.352 -0.097 0.12
H -0.258612 -1.409958 1.556068 -0.462 0.986 -0.495 0.41
H -0.016781 1.504342 1.443348 0.195 -0.669 -0.233 0.24
H 1.305897 0.296112 1.548478 -0.669 0.114 -0.401 0.24
H -0.115588 -0.347380 -1.928222 0.422 0.131 0.134 0.21
H 1.631216 0.042620 -2.169244 -0.066 -0.047 0.036 0.20
```
Positions in Å, forces in eV/Å.

LUMO level, hartree: 0.023
SMILES: O=CNCC(=O)CF
E, hartree: -461.1165
2S+1: 1
F_max, Eh/bohr: 0.0258
Relative energy (zero: lowest compared OMol25 entry of this formula, charge and spin), kcal/mol: 10.9
Kohn-Sham gap, eV: 10.51
Highest occupied orbital energy, eV: -9.9



(3)
Entry from the OMol25 dataset: C11H15BrClNdO2Pt as an isolated structure (wB97M-V/def2-TZVPD).

Structure (XYZ):
```
32
Properties=species:S:1:pos:R:3:forces:R:3:mulliken_spin:R:1
Nd 0.092429 -0.098016 -1.022788 1.641 0.674 -0.664 4.10
Cl -0.453759 2.201104 -2.562260 -0.318 1.368 0.547 0.01
C -2.029470 -1.224759 -0.771984 -4.478 -2.085 0.920 0.85
H -1.927337 -2.018314 -0.011042 0.952 0.436 -0.228 0.02
H -2.500022 -1.671148 -1.661901 0.923 0.391 -0.237 0.02
H -2.732977 -0.475617 -0.363651 0.974 0.401 -0.267 0.02
Pt 0.128598 0.464833 -4.055807 0.352 0.399 -2.275 0.27
C -1.885617 0.178746 -4.406871 -1.916 -0.644 0.897 0.42
C 2.128508 0.811663 -3.650039 1.249 -0.113 1.517 0.40
C 0.560546 -1.321900 -4.668525 0.222 -0.502 -0.704 0.82
H 2.462728 0.453705 -2.665992 0.242 -0.007 -0.187 0.00
H 2.755595 0.376740 -4.427423 -0.311 -0.337 -0.024 0.01
H 2.253119 1.898934 -3.649452 -0.428 -0.055 -0.019 0.01
H -2.385960 -0.277516 -3.541981 -0.082 0.024 -0.346 -0.02
H -2.323507 1.180756 -4.539125 0.544 -0.090 0.144 0.01
H -2.073968 -0.417123 -5.307139 0.504 -0.119 0.227 0.01
H -0.231140 -2.002523 -5.055394 0.826 0.310 0.245 0.03
H 1.623391 -1.647194 -4.733426 -0.929 -0.082 -0.063 0.02
Br 1.213262 2.778826 2.675206 0.222 0.564 0.158 0.00
C 0.763360 1.362902 3.811498 -0.617 -1.029 0.763 0.00
C 0.670094 1.550196 5.205471 0.345 -0.310 -0.388 0.00
C 0.402839 0.450439 6.042384 0.338 0.026 -0.681 0.00
C 0.213150 -0.820575 5.473385 0.016 0.283 0.308 0.00
C 0.270988 -0.998507 4.089422 -0.239 0.275 0.191 0.00
C 0.514972 0.088561 3.251095 0.398 0.185 0.736 0.01
C 0.422914 -0.085343 1.782178 -0.109 -0.006 -2.755 0.00
O 1.051261 -0.973370 1.077659 -0.496 0.760 1.978 0.00
O -0.352452 0.736766 1.168927 0.241 -0.575 1.006 -0.01
H 0.871491 2.540718 5.629961 -0.131 -0.459 -0.218 0.00
H 0.425836 0.594172 7.130836 -0.210 -0.133 -0.564 0.00
H 0.015403 -1.672286 6.127041 0.062 0.233 -0.242 0.00
H 0.055737 -1.964861 3.629738 0.213 0.216 0.226 0.00
```
Positions in Å, forces in eV/Å.

LUMO level (alpha / beta), hartree: 0.003 / -0.104
E, hartree: -4293.3401
2S+1: 8
F_max, Eh/bohr: 0.0977
Kohn-Sham gap (alpha / beta), eV: 6.01 / 5.98
Highest occupied orbital energy (alpha / beta), eV: -5.9 / -8.8



(4)
Entry from the OMol25 dataset: a 3-piece molecular cluster, C2H10NO2 overall (wB97M-V/def2-TZVPD).

Structure (XYZ):
```
15
Properties=species:S:1:pos:R:3:forces:R:3:nbo_charge:R:1
C 1.232237 0.075390 0.047134 1.961 -0.051 1.025 -0.08
C 2.159485 0.689972 0.790129 -1.576 -0.649 -0.472 -0.33
N -0.201012 0.219993 0.279774 -0.083 -0.673 -0.853 -0.72
H 1.604316 -0.695290 -0.644885 -1.096 0.182 0.314 0.24
H 3.091356 0.152130 0.772091 0.703 0.870 -0.134 0.24
H 1.936545 1.546780 1.428079 0.284 -0.460 0.136 0.22
H -0.601685 -0.740955 0.321235 -0.241 0.090 -0.059 0.48
H -0.649638 0.750811 -0.464332 -0.209 0.201 -0.470 0.47
H -0.442827 0.611923 1.178782 0.266 0.480 0.321 0.44
H -2.083251 -2.806928 1.050314 0.747 0.496 0.142 0.51
H -0.956685 -2.392890 2.056670 -0.214 -0.171 -0.237 0.50
O -1.297452 -2.230130 1.164688 -0.433 -0.232 0.059 -0.98
H -1.923829 1.508106 -2.339665 0.028 -0.306 0.669 0.48
H -0.913805 1.848634 -3.266472 1.070 -0.137 0.219 0.50
O -0.953760 1.462459 -2.373539 -1.209 0.358 -0.660 -0.97
```
Positions in Å, forces in eV/Å.

LUMO level, hartree: -0.117
E, hartree: -287.1628
Charge: +1
2S+1: 1
F_max, Eh/bohr: 0.0430
Relative energy (zero: lowest compared OMol25 entry of this formula, charge and spin), kcal/mol: 21.0
Kohn-Sham gap, eV: 11.60
Highest occupied orbital energy, eV: -14.8



(5)
Entry from the OMol25 dataset: an isolated ion of composition C2H6BrN2O and charge +1 (wB97M-V/def2-TZVPD).

Structure (XYZ):
```
12
Properties=species:S:1:pos:R:3:forces:R:3:nbo_charge:R:1
N -0.818295 0.725816 -0.837692 1.913 -5.959 1.303 -0.72
C 0.274632 0.698483 -0.130074 1.391 -3.934 -0.959 0.82
N 1.014967 1.707120 0.213791 1.710 -0.803 2.769 -0.74
O 0.892623 -0.645515 0.051096 -1.021 3.275 -0.347 -0.48
C 0.041120 -1.762672 0.137593 -1.587 -1.069 0.929 -0.16
Br -1.230108 -1.373924 1.617496 0.136 -0.436 -0.213 0.00
H -1.274268 1.531322 -1.027371 -2.229 2.699 -0.829 0.43
H -1.160050 -0.303471 -0.897169 -0.332 2.976 -0.634 0.46
H 0.700906 2.641017 0.083970 -0.352 0.715 -0.246 0.43
H 1.632915 1.572025 1.071014 -0.788 0.124 -1.813 0.46
H 0.539565 -2.722436 0.447508 0.253 1.540 -0.352 0.28
H -0.614008 -2.067766 -0.730163 0.906 0.871 0.392 0.21
```
Positions in Å, forces in eV/Å.

LUMO level, hartree: -0.148
SMILES: NC(=[NH2+])OCBr
E, hartree: -2838.2897
Charge: +1
2S+1: 1
F_max, Eh/bohr: 0.1243
Relative energy (zero: lowest compared OMol25 entry of this formula, charge and spin), kcal/mol: 9.1
Kohn-Sham gap, eV: 10.54
Highest occupied orbital energy, eV: -14.6



(6)
Entry from the OMol25 dataset: C15H26O in the gas phase (wB97M-V/def2-TZVPD).

Structure (XYZ):
```
42
Properties=species:S:1:pos:R:3:forces:R:3:nbo_charge:R:1
C -5.184088 -1.717255 0.555717 -0.140 -0.091 0.041 -0.40
C -3.979976 -1.584607 0.033508 0.216 0.144 -0.223 -0.19
C -3.250364 -0.289705 -0.261330 -0.328 0.038 0.515 0.20
C -4.207294 0.902876 -0.350488 0.271 -0.247 -0.033 -0.64
O -2.547722 -0.441670 -1.489876 0.158 -0.030 -0.234 -0.72
C -2.196957 -0.114958 0.853098 -0.080 0.220 -0.189 -0.39
C -1.462926 1.233192 0.899800 0.076 -0.211 -0.083 -0.43
C -0.585192 1.453949 -0.292301 -0.092 0.112 0.069 -0.20
C 0.741699 1.497673 -0.312438 0.141 0.174 -0.113 0.03
C 1.488915 1.713439 -1.595967 -0.146 -0.015 -0.008 -0.63
C 1.617120 1.337546 0.903094 -0.254 -0.191 0.227 -0.43
C 1.808778 -0.142315 1.291025 0.211 0.251 0.017 -0.42
C 2.430423 -0.930797 0.179282 -0.094 -0.099 0.121 -0.21
C 3.727088 -1.060693 -0.076263 0.122 -0.156 -0.098 0.03
C 4.824550 -0.435619 0.733318 -0.229 -0.007 0.036 -0.65
C 4.215929 -1.859428 -1.250183 -0.161 0.071 0.064 -0.63
H -5.611340 -2.689389 0.737201 -0.022 -0.190 0.028 0.20
H -5.794945 -0.875979 0.834609 -0.105 0.243 0.016 0.19
H -3.400608 -2.461557 -0.227041 0.070 -0.146 0.017 0.21
H -5.045329 0.662503 -1.003491 -0.071 0.006 -0.023 0.21
H -4.590085 1.163534 0.631878 -0.117 0.080 0.107 0.21
H -3.684025 1.760713 -0.764752 0.045 0.083 0.024 0.22
H -3.192535 -0.563529 -2.195019 -0.026 -0.023 0.009 0.47
H -2.702571 -0.270998 1.809340 -0.005 -0.053 -0.046 0.21
H -1.461029 -0.909986 0.720590 -0.004 -0.105 0.077 0.21
H -2.195662 2.041418 0.965239 0.004 0.028 0.104 0.21
H -0.872639 1.250281 1.816901 -0.023 0.078 0.047 0.21
H -1.118381 1.560427 -1.226229 0.036 0.009 -0.179 0.20
H 2.220841 0.919467 -1.737664 0.110 -0.016 -0.074 0.22
H 2.027730 2.661364 -1.563706 0.095 0.057 -0.027 0.21
H 0.813268 1.726194 -2.447137 -0.037 0.017 -0.110 0.21
H 1.188152 1.868843 1.755904 0.058 0.057 0.009 0.21
H 2.597382 1.771165 0.697154 0.026 0.053 0.046 0.21
H 0.835277 -0.572273 1.529549 -0.012 -0.003 0.088 0.21
H 2.425898 -0.188149 2.191496 -0.058 -0.046 0.038 0.20
H 1.722360 -1.403416 -0.489235 -0.006 -0.105 -0.188 0.20
H 5.601160 -1.170395 0.943330 0.096 -0.017 0.037 0.21
H 4.461883 -0.032491 1.673562 0.034 0.075 0.109 0.21
H 5.284015 0.376708 0.168830 0.099 0.061 -0.023 0.22
H 4.820083 -2.700849 -0.910295 0.091 -0.069 -0.019 0.21
H 3.386905 -2.243566 -1.838898 -0.041 -0.047 -0.076 0.21
H 4.844232 -1.241688 -1.892097 0.091 0.008 -0.098 0.21
```
Positions in Å, forces in eV/Å.

LUMO level, hartree: 0.031
SMILES: C=C[C@](C)(O)CC/C=C(/C)CCC=C(C)C
E, hartree: -662.3352
2S+1: 1
F_max, Eh/bohr: 0.0119
Relative energy (zero: lowest compared OMol25 entry of this formula, charge and spin), kcal/mol: 42.7
Kohn-Sham gap, eV: 9.23
Highest occupied orbital energy, eV: -8.4



Question: 2S+1 of number 3 (C11H15BrClNdO2Pt)?
Answer: 8



Question: What is the E in the sixth record?
Answer: -662.3352 hartree



Question: Number 6 is which compound?
Answer: C15H26O